No. 1
69
Properties=species:S:1:pos:R:3:lowdin_charge:R:1 method="wB97M-V/def2-TZVPD" total_charge=+1 orbital_gap_ev="6.330 / 6.239" multiplicity=1
Os 0.53 0.34 1.12 1.646
O 2.90 1.48 -1.76 0.114
C 1.77 1.55 -1.34 -0.446
N 1.47 1.71 0.04 -0.093
C 2.30 2.58 0.78 -0.222
C 3.04 3.63 0.25 -0.006
C 3.70 4.49 1.12 -0.062
C 3.61 4.32 2.50 -0.068
C 2.87 3.29 3.04 -0.001
C 2.22 2.42 2.17 -0.206
N 1.36 1.36 2.51 -0.082
C 1.08 0.97 3.83 -0.392
O 1.69 1.32 4.81 0.139
C -0.09 0.02 3.92 -0.179
C -0.44 -0.56 5.12 0.037
C -1.51 -1.44 5.13 -0.011
C -2.20 -1.68 3.95 -0.021
C -1.78 -1.06 2.79 -0.091
N -0.74 -0.23 2.78 -0.043
C 0.61 1.48 -2.30 -0.228
C 0.82 0.91 -3.55 0.007
C -0.20 0.98 -4.49 -0.064
C -1.38 1.62 -4.14 -0.096
C -1.50 2.15 -2.85 -0.123
N -0.53 2.07 -1.94 0.120
H 3.11 3.78 -0.82 0.116
H 4.28 5.31 0.71 0.110
H 4.13 5.01 3.16 0.110
H 2.81 3.16 4.10 0.105
H 0.13 -0.32 6.00 0.134
H -1.81 -1.93 6.05 0.123
H -3.05 -2.35 3.92 0.118
H -2.30 -1.21 1.85 0.098
H 1.78 0.46 -3.78 0.127
H -0.07 0.57 -5.48 0.125
H -2.19 1.73 -4.84 0.113
H -2.40 2.66 -2.55 0.120
C 3.49 -1.58 2.18 -0.019
C 2.40 -1.98 1.19 -0.669
C 2.78 -1.56 -0.22 -0.042
C 2.11 -3.47 1.26 -0.027
O 1.17 -1.36 1.64 -0.327
H 4.41 -2.12 1.97 0.098
H 3.17 -1.81 3.20 0.093
H 3.69 -0.51 2.11 0.085
H 3.71 -2.05 -0.50 0.103
H 2.95 -0.48 -0.28 0.053
H 2.00 -1.85 -0.93 0.088
H 2.99 -4.04 0.96 0.097
H 1.28 -3.72 0.59 0.087
H 1.83 -3.76 2.27 0.090
N -0.82 -0.26 -0.28 0.040
C -1.58 -0.73 -1.02 -0.177
N -2.44 -1.22 -1.86 -0.042
C -3.70 -1.85 -1.41 -0.112
C -4.87 -1.17 -2.10 -0.167
C -4.69 -1.17 -3.62 -0.180
C -3.37 -0.50 -4.01 -0.180
C -2.20 -1.18 -3.32 -0.106
H -3.76 -1.77 -0.33 0.120
H -3.65 -2.91 -1.68 0.135
H -4.95 -0.15 -1.73 0.123
H -5.79 -1.69 -1.82 0.122
H -5.52 -0.65 -4.09 0.119
H -4.70 -2.20 -3.99 0.121
H -3.38 0.56 -3.73 0.089
H -3.22 -0.55 -5.09 0.129
H -1.26 -0.65 -3.49 0.087
H -2.09 -2.21 -3.67 0.141

***

No. 2
41
Properties=species:S:1:pos:R:3:lowdin_charge:R:1 method="wB97M-V/def2-TZVPD" orbital_gap_ev=5.864 multiplicity=1
Ir 0.81 0.21 0.11 0.554
N -0.38 2.41 -3.39 0.083
C -0.32 1.63 -2.28 -0.909
S 0.87 0.35 -2.22 0.530
N -1.14 1.89 -1.31 -0.001
N -0.99 0.94 -0.30 -0.224
C -2.07 0.53 0.25 -0.050
C -2.15 -0.67 1.06 -0.167
C -3.28 -0.86 1.87 -0.047
C -3.52 -2.05 2.52 -0.098
C -2.63 -3.10 2.31 -0.083
C -1.53 -2.96 1.49 -0.029
C -1.23 -1.73 0.86 -0.383
O -0.14 -1.66 0.11 -0.313
H 0.14 2.10 -4.20 0.082
H -1.23 2.92 -3.55 0.098
H -2.98 1.06 -0.01 0.142
H -3.98 -0.03 1.98 0.115
H -4.38 -2.17 3.16 0.098
H -2.82 -4.06 2.78 0.103
H -0.87 -3.79 1.31 0.111
C 2.71 -2.75 4.60 -0.071
N 2.20 -1.49 4.10 -0.046
C 1.63 -1.33 2.90 -0.833
N 1.62 -2.37 2.07 0.137
S 0.96 0.18 2.50 0.619
H 2.99 -2.62 5.64 0.091
H 3.59 -3.08 4.05 0.091
H 1.94 -3.53 4.56 0.091
H 2.24 -0.67 4.68 0.124
H 2.03 -3.25 2.31 0.104
H 1.08 -2.29 1.19 0.055
Te 2.02 2.47 0.05 0.817
C 3.87 1.76 0.71 -1.023
C 4.99 2.44 1.10 -0.252
C 6.07 1.58 1.46 -0.205
C 5.75 0.26 1.33 -0.437
S 4.15 0.07 0.76 0.875
H 5.04 3.52 1.13 0.096
H 7.03 1.93 1.79 0.098
H 6.38 -0.59 1.52 0.057